No. 1
Entry from OMol25: 2 unconnected molecules or ions with the total composition C3H7N3O (ωB97M-V with the def2-TZVPD basis set).

Orbital gap in eV: 9.65
E_LUMO in Ha: 0.0378
HOMO in eV: -8.6215
2S+1: 1

Atoms and positions in Å:
H -0.61 2.80 -0.90
N 1.04 -0.08 2.07
C 0.21 -1.18 -0.54
H -1.79 2.15 0.26
H 0.76 -0.04 3.04
O 0.80 -2.11 0.21
H -0.94 1.03 -0.84
H -0.49 -1.10 -2.43
C 0.55 0.81 1.35
H 1.02 -1.64 1.05
H 0.16 -2.65 -2.00
C -0.84 1.95 -0.25
N 0.22 1.77 0.70
N -0.07 -1.70 -1.73


No. 2
Entry from OMol25: a molecular structure, C3H7N3O (ωB97M-V with the def2-TZVPD basis set).

Orbital gap in eV: 8.20
E_LUMO in Ha: 0.0340
HOMO in eV: -7.2780
2S+1: 1

Atoms and positions in Å:
C 0.11 0.79 0.38
H -2.20 -1.08 -2.24
H 0.91 -2.48 0.61
H -1.20 1.91 -1.05
N 1.07 -1.48 0.62
N -0.84 -0.23 -1.21
C -0.70 1.03 -0.68
N 1.01 1.58 1.08
O -2.24 -0.49 -1.47
H -0.95 -1.06 0.88
C -0.04 -0.66 0.45
H 1.60 2.20 0.54
H 1.51 1.12 1.82
H 1.96 -1.16 0.28


No. 3
Entry from OMol25: a molecular structure, C3H7N3O at a distorted geometry (ωB97M-V with the def2-TZVPD basis set).

Orbital gap (spin up / spin down) in eV: 7.66 / 7.66
E_LUMO (spin up / spin down) in Ha: 0.0060 / 0.0058
HOMO (spin up / spin down) in eV: -7.5012 / -7.4982
2S+1: 1

Atoms and positions in Å:
C -0.62 -1.36 -0.39
N -0.06 -0.09 0.11
H -0.78 -2.06 0.43
O -0.56 1.59 1.81
C 1.16 -0.21 0.80
H 0.03 0.60 -1.99
H -1.96 0.38 1.01
C -0.91 0.69 1.12
N -0.38 1.12 -1.21
H 3.01 0.15 0.91
H 0.34 1.80 -0.97
H -1.56 -1.14 -0.88
H 0.11 -1.79 -1.08
N 2.19 0.33 0.33


No. 4
Entry from OMol25: 2 unconnected molecules or ions with the total composition C3H7N3O (ωB97M-V with the def2-TZVPD basis set).

Orbital gap in eV: 9.66
E_LUMO in Ha: 0.0380
HOMO in eV: -8.6298
2S+1: 1

Atoms and positions in Å:
H -0.35 -1.99 2.18
C 0.96 0.26 -0.90
C -1.72 0.11 0.16
H 2.74 0.26 -1.95
C -0.40 -0.94 1.87
H 0.51 -0.65 1.34
H -0.53 -0.32 2.77
N -2.03 0.89 -0.76
N 2.23 -0.05 -1.12
H 2.70 -0.65 -0.47
O 0.52 1.03 -1.89
N -1.53 -0.76 0.98
H -0.44 1.18 -1.71
H -2.67 1.63 -0.50


No. 5
Entry from OMol25: C3H7N3O in the gas phase (ωB97M-V with the def2-TZVPD basis set).

Orbital gap in eV: 7.21
E_LUMO in Ha: 0.0090
HOMO in eV: -6.9654
2S+1: 1

Atoms and positions in Å:
H 2.74 -1.18 0.05
N -3.24 -0.07 0.22
N 1.41 0.33 0.58
N -0.95 0.06 0.27
H -1.05 0.30 1.25
H 1.19 -0.04 1.50
C -2.15 -0.18 -0.41
C 2.86 -0.11 0.27
H 1.47 1.35 0.70
C 0.26 0.05 -0.36
O 0.45 -0.17 -1.52
H -2.00 -0.44 -1.46
H 3.05 0.37 -0.71
H -4.03 -0.27 -0.39


No. 6
Entry from OMol25: C3H7N3O in the gas phase at a distorted geometry (ωB97M-V with the def2-TZVPD basis set).

Orbital gap in eV: 10.28
E_LUMO in Ha: 0.0341
HOMO in eV: -9.3520
2S+1: 1

Atoms and positions in Å:
H -0.55 2.65 -0.03
C -1.43 0.36 -0.11
N -0.09 0.50 0.21
N 2.05 -0.01 -0.25
H 0.83 -2.55 -0.15
H 2.65 -0.81 -0.51
O -2.13 -0.62 -0.14
H 1.10 1.93 -0.69
H -0.62 -1.76 0.12
C 0.85 -0.47 0.03
N 0.39 -1.79 0.26
H 0.74 2.17 1.09
C 0.33 1.96 0.10
H -2.02 1.35 -0.44


No. 7
Entry from OMol25: C3H7N3O in the gas phase at a distorted geometry (ωB97M-V with the def2-TZVPD basis set).

Orbital gap in eV: 8.28
E_LUMO in Ha: 0.0219
HOMO in eV: -7.6895
2S+1: 1

Atoms and positions in Å:
O -1.36 -1.88 -0.79
C -1.08 -0.72 -0.52
H 1.21 0.83 2.43
N 1.55 0.60 1.51
H -1.45 1.24 -0.96
C 0.91 -0.03 -0.83
C 0.74 0.03 0.59
H -2.40 0.12 -1.77
H -0.76 -0.87 1.74
H 1.17 -0.99 -1.25
H 2.45 0.93 1.21
N -1.92 0.35 -0.91
H 1.42 0.79 -1.31
N -0.48 -0.41 0.87


No. 8
Entry from OMol25: a molecular structure, C3H7N3O (ωB97M-V with the def2-TZVPD basis set).

Orbital gap in eV: 9.65
E_LUMO in Ha: 0.0315
HOMO in eV: -8.7937
2S+1: 1

Atoms and positions in Å:
O -1.06 1.20 -0.47
N 3.06 1.15 -0.07
H -2.68 -1.93 0.84
C 1.77 1.30 -0.45
H 1.48 -0.50 0.47
H -2.87 -0.26 0.24
N -0.93 -0.96 0.26
H -0.32 -1.77 0.29
H 2.28 2.13 0.34
C -0.40 0.25 -0.11
H -2.59 -1.58 -0.91
H 3.60 1.89 -0.54
C -2.35 -1.21 0.09
N 1.01 0.28 0.01


Taking the records one at a time from the top gives DFT total energy values of -357.9528 -357.8957 -357.8382 -357.9541 -357.9108 -358.0047 -357.9671 -357.9188 Eh.
Taking the records one at a time from the top gives ΔE to the lowest compared entry with this formula, charge and spin values of 60.9 96.7 132.8 60.1 87.3 28.3 52.0 82.3 kcal/mol.